--- A ---
{
  "formula": "C43H44AuN5O2SSe2",
  "method": "the ωB97M-V functional and the def2-TZVPD basis",
  "orbital_gap_ev": 7.15,
  "total_charge": 2,
  "mol_weight_g_mol": 1049.81,
  "species": ["C", "C", "C", "C", "H", "Au", "H", "N", "C", "H", "C", "H", "C", "C", "C", "N", "H", "C", "O", "C", "N", "C", "C", "H", "C", "C", "H", "H", "H", "C", "C", "N", "H", "C", "C", "C", "H", "H", "H", "H", "H", "C", "H", "C", "H", "H", "C", "H", "H", "H", "H", "H", "H", "H", "H", "H", "C", "H", "C", "C", "C", "H", "C", "H", "C", "C", "Se", "H", "H", "H", "C", "C", "S", "C", "H", "H", "H", "C", "O", "C", "N", "H", "C", "C", "C", "H", "C", "H", "H", "H", "Se", "H", "C", "H", "C", "C", "C", "H"],
  "positions_angstrom": [[-1.7357, -1.1155, 5.2521], [4.6695, 1.2076, 4.2172], [0.2896, -0.9551, -4.5271], [3.2344, -0.0027, 2.7440], [1.5264, 0.2428, -0.5472], [0.2721, 0.8996, 1.9614], [-1.5006, -5.4461, -0.5063], [1.3862, -0.3462, -2.4432], [-0.5431, -5.6341, -0.0195], [-1.6318, 0.1709, -2.7530], [-4.9304, 0.9142, -2.8701], [-1.1810, -1.5217, 1.5261], [-2.1293, -2.3563, 3.2568], [3.5896, 2.0125, 4.5598], [-3.5736, 4.6092, 2.4897], [1.3202, -4.4417, 1.7408], [1.6513, -4.3139, 3.7809], [0.6357, 2.6602, -2.8123], [3.1616, 1.1270, -3.8264], [2.2359, 0.4923, -4.5721], [-0.7801, -0.3831, 3.2039], [1.3121, 0.5915, -1.5490], [0.3707, 4.0055, -2.7773], [-0.4250, -1.5319, -3.9514], [-2.7391, 2.3748, 2.7800], [-2.8394, 0.6574, -1.0449], [-0.0447, -4.8654, -2.3564], [2.8245, -3.4059, 2.8051], [-0.9543, -0.2330, -0.4196], [0.9947, -3.8146, 0.5924], [1.7137, -5.8538, 1.7599], [2.2015, 0.7786, 3.0652], [3.6762, 2.7198, -5.0649], [0.2099, -0.9078, -5.9103], [-2.3460, 3.5490, 0.7146], [2.1473, 0.5393, -5.9585], [0.1049, 4.5327, -3.6826], [-3.8646, 3.4339, 4.2617], [1.0115, -6.4650, 2.3273], [-3.4803, 0.4073, -4.3694], [-5.7439, 1.0163, -3.5756], [-1.4481, 1.2572, 0.9474], [-1.8752, -0.9523, 6.3131], [1.2820, -0.2515, -3.8684], [-0.1656, -6.5980, -0.3616], [4.7819, 2.3208, -3.7312], [1.7717, -3.6855, 2.8998], [-6.1472, 1.3738, -1.1657], [3.6861, 2.8114, 5.2806], [1.1901, -3.6395, -2.0594], [-0.5664, -1.4507, -6.4300], [5.6380, 1.3802, 4.6670], [1.5686, -1.2686, -2.0461], [1.7929, -6.2384, 0.7479], [1.0872, -0.1110, -7.6927], [2.8619, 1.1094, -6.5332], [-2.6256, 0.4348, -2.4046], [-2.5748, -3.1760, 2.7123], [1.0164, 2.6665, -0.3919], [-5.1558, 1.1181, -1.5153], [0.7735, 4.0421, -0.3899], [0.5744, 2.1298, -3.7515], [-2.1870, 2.4036, 1.4970], [2.6952, -5.9283, 2.2284], [-2.3253, -2.1898, 4.6236], [0.9848, 1.9692, -1.6333], [-0.1906, 1.1237, 5.6668], [0.2813, 5.7634, -1.5441], [4.7385, 1.2866, -5.1773], [1.1784, -2.7828, 3.0200], [-1.6836, 0.5238, -0.1318], [-3.6617, 0.5705, -3.3151], [1.3482, -2.1617, 0.3593], [2.3730, 1.7571, 3.9605], [-1.9503, 3.5595, -0.2917], [-2.9350, -2.8825, 5.1881], [-2.6549, 1.4814, 3.3855], [-3.0383, 4.6427, 1.2098], [1.3630, 2.0744, 0.7497], [-0.9584, -0.2174, 4.5195], [0.3653, -4.5363, -0.3548], [3.0372, -0.7807, 2.0160], [-1.3641, -1.4369, 2.5867], [4.1445, 1.9079, -4.5061], [-4.1183, 0.9930, -0.6051], [0.8275, 4.5705, 0.5524], [4.4871, 0.1820, 3.3057], [-0.5252, -3.2518, -1.7823], [-4.1135, 5.4640, 2.8742], [-3.1674, 5.5216, 0.5921], [0.7838, 2.7674, 4.3748], [-0.7044, -5.6731, 1.0537], [0.4652, 4.6965, -1.5637], [-4.3061, 1.1486, 0.4492], [1.1391, -0.1573, -6.6133], [0.2366, -4.0332, -1.7141], [-3.4293, 3.4702, 3.2717], [5.3024, -0.4670, 3.0197]]
}

=====

--- B ---
{
  "formula": "C43H44AuN5O2SSe2",
  "method": "the ωB97M-V functional and the def2-TZVPD basis",
  "orbital_gap_ev": 5.50,
  "total_charge": 2,
  "mol_weight_g_mol": 1049.81,
  "species": ["H", "C", "C", "H", "H", "H", "C", "C", "C", "H", "C", "H", "H", "H", "C", "H", "H", "Se", "C", "H", "C", "H", "C", "H", "O", "H", "C", "H", "C", "H", "C", "H", "C", "N", "H", "H", "H", "C", "Au", "C", "H", "C", "H", "C", "C", "C", "S", "C", "H", "C", "C", "H", "H", "H", "N", "H", "C", "N", "H", "H", "C", "H", "H", "N", "C", "C", "C", "C", "H", "O", "C", "H", "C", "H", "H", "H", "C", "H", "N", "H", "C", "C", "C", "H", "C", "H", "H", "H", "C", "C", "C", "Se", "C", "C", "H", "H", "C", "C"],
  "positions_angstrom": [[-4.2814, 1.5733, 2.9717], [3.3809, -0.5610, 0.0574], [2.9311, -5.3234, -3.6324], [1.4505, -1.1967, -3.7985], [-1.9379, 4.0653, 0.3895], [0.4171, 0.0651, 6.5281], [0.6317, -0.0992, 4.4132], [4.4918, -0.6918, 0.9493], [4.5740, -2.1576, -1.4403], [0.6066, -2.5345, -0.5298], [-0.6377, 1.8754, 1.4578], [2.4536, 6.0811, 0.5243], [1.8036, -0.2271, -1.8931], [-0.9801, 2.7152, -3.2855], [2.4782, -2.9643, -3.7769], [3.3264, -6.3108, -5.4805], [-6.1831, 3.1235, 2.7369], [-2.0586, -1.8844, 3.5151], [2.4240, -1.0938, -2.0882], [2.6359, 4.1200, -0.9559], [1.8385, 5.2109, 0.7059], [-2.8091, -1.7365, -1.2761], [-3.4212, -1.1777, -0.5737], [-3.0295, -1.3227, 0.4313], [2.3732, -4.0061, -1.6693], [1.6186, 2.2473, 6.6312], [1.7858, 1.5807, 3.3343], [2.1788, 1.9398, 2.3935], [1.9368, 4.1105, -0.1315], [-3.8387, 5.5977, 0.1512], [1.4836, 1.7387, 5.6868], [-4.9181, 0.5379, 0.5002], [-2.8646, 3.8487, 0.9010], [-2.4692, 2.0127, -1.9798], [1.9576, -5.9611, -1.0802], [-2.1752, 0.8048, 2.3614], [-1.6951, 3.9219, -2.2010], [-4.6374, 0.9482, -0.4688], [0.2614, -0.0272, 1.3201], [1.1462, 2.9935, 0.0897], [2.6089, 3.1557, 4.5182], [-3.6858, 2.3504, -2.7149], [4.4724, -0.1170, 1.8642], [2.6217, -3.0297, -5.1555], [-4.1877, 2.4533, 2.3468], [-0.8925, -4.0589, -0.4127], [-0.7776, 0.1278, -1.1011], [-5.2582, 3.3249, 2.2164], [0.8983, 6.0591, 2.4401], [-3.9380, 4.7119, 0.7638], [-1.8893, 1.7334, 1.8742], [-0.4849, 4.0493, 2.8746], [-4.4428, -1.5476, -0.6149], [-4.3148, 3.0520, -2.1671], [2.1015, -1.7091, -3.2181], [6.3670, -1.5733, 1.3480], [0.7967, 0.5329, 5.6318], [1.0850, 0.4489, 3.2713], [3.0377, -6.2280, -3.0539], [-0.5477, 2.7284, -1.5680], [3.4440, -1.3277, -1.1703], [-3.3861, 2.8141, -3.6529], [-4.4164, 2.0029, -0.3301], [-3.4477, 0.2326, -0.9284], [2.6291, -5.1348, -0.8404], [2.9330, -4.2246, -5.7778], [3.0921, -5.3674, -5.0089], [-2.3342, 0.8615, -1.3275], [3.0670, -4.2571, -6.8480], [2.4154, 0.2199, 0.3612], [-0.2367, -2.9212, 0.0223], [6.4708, -2.8480, -0.7759], [-2.9811, 2.7099, 1.6988], [1.2360, 2.1245, -0.5427], [-5.9679, 5.1360, 1.3169], [-3.1058, -4.2301, 2.1299], [-5.1358, 4.4544, 1.4215], [2.5113, -2.1244, -5.7389], [-0.5833, -2.2582, 1.1271], [3.6659, -5.4600, -0.9402], [0.9635, 5.2003, 1.7873], [5.5429, -1.5016, 0.6495], [-1.5860, -2.7380, 1.8572], [-4.2493, 1.4473, -2.9411], [-2.3090, -3.8683, 1.4959], [-0.5623, -4.5527, -1.3148], [-2.5037, -5.4173, 0.0268], [4.6292, -2.6795, -2.3835], [-1.9621, -4.5320, 0.3308], [0.1887, 4.0836, 2.0283], [0.2493, 2.9777, 1.1605], [0.0494, -1.9249, 4.4605], [5.6041, -2.2424, -0.5593], [-1.3485, 2.8919, -2.2731], [-5.4777, 0.8296, -1.1529], [2.4531, -4.8006, 0.1790], [2.0208, 2.2505, 4.5232], [2.6094, -4.1270, -3.0013]]
}

=====

Which one is most stable, and which one is least stable? A is the most stable of them, while B is the least stable.

=====

--- A ---
{
  "formula": "C3H13N5",
  "method": "the ωB97M-V functional and the def2-TZVPD basis",
  "orbital_gap_ev": 9.29,
  "smiles": "CNC.CNN.N#N",
  "mol_weight_g_mol": 119.17,
  "species": ["H", "H", "H", "C", "H", "H", "H", "C", "H", "H", "H", "H", "C", "H", "N", "H", "N", "N", "N", "N", "H"],
  "positions_angstrom": [[2.0093, 2.5145, -1.3920], [-0.0669, 0.5957, -2.5589], [-1.4551, -2.7574, 0.7095], [-1.6831, -0.3128, 1.8752], [1.7464, 0.3323, -0.2845], [-2.5757, 0.1144, 1.3932], [-1.1618, 0.4755, 2.4125], [1.1413, 2.2011, -0.7951], [1.2653, 2.5684, 0.2220], [0.2504, 2.6587, -1.2258], [1.6828, 0.3727, -2.7323], [-2.2175, -1.6657, -0.2671], [0.8198, 0.1785, -2.0813], [-2.0042, -1.0718, 2.5909], [0.9566, 0.7635, -0.7603], [-0.3361, -0.2083, 0.3145], [-0.7634, -0.9113, 0.9290], [1.9679, -1.2935, 1.5293], [-1.3092, -1.9369, 0.1240], [1.0460, -1.7212, 1.9721], [0.6873, -0.8964, -1.9748]]
}

=====

--- B ---
{
  "formula": "C3H13N5",
  "method": "the ωB97M-V functional and the def2-TZVPD basis",
  "orbital_gap_ev": 8.89,
  "smiles": "[H]/N=C(/N)NC.CNN",
  "mol_weight_g_mol": 119.17,
  "species": ["H", "N", "H", "H", "H", "H", "N", "H", "H", "H", "N", "H", "N", "H", "H", "C", "C", "H", "N", "H", "C"],
  "positions_angstrom": [[-0.4192, -0.0254, 1.0423], [0.9060, 0.4710, -1.6447], [1.7230, -1.6898, 0.4485], [1.7883, 0.5072, 1.4190], [0.4646, 1.3828, -1.6566], [-2.9427, 0.2041, -0.3687], [1.0448, 0.7441, 0.7732], [-0.9457, -2.5748, 0.8459], [-2.4103, -2.2350, -0.0748], [-1.5654, 0.2492, -1.2686], [1.9649, -1.1053, -0.3377], [-0.2452, 2.2829, 0.2918], [-1.9416, 0.3834, -0.3226], [0.6871, 2.5289, 1.7776], [2.0331, -1.6105, -1.2090], [0.7375, 2.1710, 0.7507], [-1.3773, -1.9126, 0.0946], [-0.8364, -2.0294, -0.8596], [-1.3525, -0.5489, 0.5802], [1.4816, 2.7556, 0.2016], [1.2054, 0.0516, -0.4830]]
}

=====

Which one is most stable, and which one is least stable? A is the most stable of them, while B is the least stable.

=====

--- A ---
{
  "formula": "CHN2O2P",
  "method": "the ωB97M-V functional and the def2-TZVPD basis",
  "orbital_gap_ev": [8.03, 7.54],
  "mol_weight_g_mol": 104.00,
  "species": ["N", "P", "N", "C", "O", "O", "H"],
  "positions_angstrom": [[-2.0558, -0.1179, -1.1094], [-0.1986, -1.0236, 0.2984], [1.3512, -1.4199, -2.1404], [0.6828, -1.2578, -1.2068], [-2.9525, -0.7930, -1.4967], [-1.7153, 1.0180, -1.2007], [-0.1528, 0.4057, 0.5505]]
}

=====

--- B ---
{
  "formula": "CHN2O2P",
  "method": "the ωB97M-V functional and the def2-TZVPD basis",
  "orbital_gap_ev": 10.48,
  "smiles": "N#CP[N+](=O)[O-]",
  "mol_weight_g_mol": 104.00,
  "species": ["O", "C", "N", "H", "O", "P", "N"],
  "positions_angstrom": [[0.6662, 1.4444, 2.7830], [-1.2591, -0.7051, 1.6452], [0.6403, 1.1652, 1.5856], [-0.0460, -0.2680, -0.2163], [0.6482, 1.9685, 0.6836], [0.5144, -0.6267, 1.3481], [-2.3577, -0.5969, 1.8364]]
}

=====

Which one is most stable, and which one is least stable? B is the most stable of them, while A is the least stable.